Entry 1:
Molecular formula: C34H35N4O2S2SiV
Method: DFT, the ωB97M-V functional and the def2-TZVPD basis

Atoms and positions in Å:
V  2.08  -0.30  -0.54
C  5.82  1.46  -1.56
C  4.47  1.13  -1.02
N  3.92  -0.08  -1.12
N  4.67  -1.08  -1.65
C  4.14  -2.31  -1.79
N  4.90  -3.32  -2.24
S  2.53  -2.53  -1.38
C  3.62  2.03  -0.31
C  3.82  3.41  -0.12
C  2.86  4.12  0.58
C  1.75  3.45  1.10
C  1.65  2.09  0.91
N  2.54  1.39  0.21
H  5.92  1.14  -2.60
H  6.61  0.99  -0.97
H  5.99  2.53  -1.53
H  5.66  -0.90  -1.86
H  5.83  -3.19  -2.60
H  4.46  -4.21  -2.37
H  4.68  3.90  -0.53
H  2.97  5.19  0.72
H  0.99  3.99  1.64
H  0.82  1.53  1.33
C  -4.31  5.95  -0.53
C  -3.35  4.82  -0.66
C  -3.20  3.89  0.36
C  -2.34  2.81  0.20
C  -1.64  2.64  -0.98
C  -1.76  3.58  -2.00
C  -2.61  4.66  -1.83
S  -0.73  1.08  -1.07
C  -1.70  0.40  -2.47
O  0.60  1.34  -1.68
H  -4.68  6.04  0.49
H  -5.17  5.79  -1.18
H  -3.85  6.90  -0.82
H  -3.76  3.99  1.28
H  -2.22  2.09  0.99
H  -1.19  3.47  -2.91
H  -2.71  5.38  -2.63
H  -1.54  1.03  -3.33
H  -2.75  0.38  -2.19
H  -1.34  -0.61  -2.65
O  0.56  -0.91  -0.17
Si  -0.55  -1.80  0.59
C  0.41  -2.67  1.98
C  -0.19  -3.68  2.73
C  0.52  -4.37  3.69
C  1.85  -4.06  3.93
C  2.45  -3.03  3.21
C  1.74  -2.35  2.25
C  -1.34  -3.09  -0.55
C  -2.42  -3.83  -0.07
C  -2.98  -4.83  -0.84
C  -2.48  -5.11  -2.09
C  -1.41  -4.38  -2.59
C  -0.85  -3.38  -1.82
C  -1.91  -0.70  1.34
C  -1.69  -0.01  2.53
C  -2.70  0.73  3.13
C  -3.96  0.77  2.55
C  -4.20  0.09  1.37
C  -3.18  -0.63  0.77
H  -1.22  -3.92  2.55
H  0.05  -5.15  4.26
H  2.41  -4.60  4.68
H  3.48  -2.77  3.41
H  2.22  -1.54  1.67
H  -2.82  -3.61  0.90
H  -3.82  -5.39  -0.45
H  -2.91  -5.91  -2.69
H  -1.02  -4.59  -3.57
H  -0.01  -2.81  -2.21
H  -0.71  -0.06  2.99
H  -2.50  1.26  4.05
H  -4.75  1.34  3.02
H  -5.18  0.11  0.92
H  -3.37  -1.16  -0.16

<S²>: 3.776
Total charge: +1
Lowest unoccupied orbital energy (alpha / beta) in eV: -2.34 / -3.37
2S+1: 4
Frontier orbital gap (alpha / beta) in eV: 6.8413 / 7.7602
ΔE to the lowest compared entry with this formula, charge and spin in kcal per mole: 52.6
HOMO (alpha / beta) in eV: -9.2 / -11.1


Entry 2:
Molecular formula: C34H35N6O3P2S3Sc
Method: DFT, the ωB97M-V functional and the def2-TZVPD basis

Atoms and positions in Å:
Sc  -0.83  0.59  0.60
C  -1.47  -4.95  -1.09
N  -1.41  -3.50  -1.18
C  -1.73  -2.77  -2.29
C  -1.56  -1.46  -1.96
N  -1.15  -1.38  -0.66
C  -1.05  -2.63  -0.21
P  -0.77  -3.16  1.51
C  0.57  -2.02  1.97
N  0.79  -0.79  1.53
C  1.96  -0.36  2.09
C  2.47  -1.35  2.87
N  1.59  -2.40  2.78
C  1.74  -3.65  3.51
C  -2.28  -2.41  2.18
N  -3.22  -1.89  1.42
C  -4.22  -1.52  2.27
C  -3.87  -1.83  3.55
N  -2.64  -2.43  3.49
C  -1.77  -2.69  4.61
H  -1.86  -5.32  -2.03
H  -0.48  -5.36  -0.92
H  -2.14  -5.25  -0.28
H  -2.03  -3.25  -3.21
H  -1.72  -0.59  -2.56
H  2.34  0.63  1.90
H  3.36  -1.41  3.47
H  2.78  -3.77  3.76
H  1.14  -3.64  4.42
H  1.42  -4.48  2.88
H  -5.10  -1.02  1.92
H  -4.35  -1.65  4.50
H  -2.38  -2.83  5.50
H  -1.20  -3.61  4.44
H  -1.09  -1.84  4.77
C  -3.39  2.10  4.42
C  -2.91  1.68  3.05
S  -1.44  0.70  3.05
C  -3.59  2.00  1.94
C  -4.86  2.80  1.97
S  -3.12  1.48  0.31
H  -2.70  1.76  5.19
H  -4.38  1.69  4.65
H  -3.47  3.19  4.51
H  -4.91  3.45  2.85
H  -5.74  2.15  1.98
H  -4.94  3.44  1.09
O  0.27  2.30  0.78
S  -0.35  3.70  0.54
O  0.72  4.67  0.58
O  -0.69  3.47  -1.14
C  0.30  3.75  -2.03
C  0.40  5.06  -2.50
C  1.36  5.40  -3.43
C  2.25  4.43  -3.90
C  2.16  3.15  -3.42
C  1.19  2.77  -2.49
P  1.20  1.08  -1.83
C  1.16  0.00  -3.29
C  1.47  -1.35  -3.14
C  1.33  -2.24  -4.18
C  0.83  -1.81  -5.40
C  0.48  -0.48  -5.56
C  0.64  0.42  -4.52
C  2.95  1.01  -1.26
C  3.31  1.95  -0.28
C  4.61  2.01  0.19
C  5.57  1.14  -0.29
C  5.23  0.21  -1.26
C  3.92  0.16  -1.75
H  -0.29  5.79  -2.11
H  1.42  6.42  -3.79
H  3.01  4.70  -4.63
H  2.87  2.40  -3.77
H  1.82  -1.71  -2.17
H  1.60  -3.28  -4.04
H  0.72  -2.50  -6.23
H  0.08  -0.13  -6.51
H  0.37  1.46  -4.66
H  2.57  2.66  0.09
H  4.86  2.76  0.94
H  6.59  1.18  0.08
H  5.97  -0.46  -1.66
H  3.70  -0.55  -2.53

Lowest unoccupied orbital energy in eV: -0.01
Frontier orbital gap in eV: 6.0331
ΔE to the lowest compared entry with this formula, charge and spin in kcal per mole: 24.8
HOMO in eV: -6.0


Entry 3:
Molecular formula: C34H36B2F4GeN6O6V
Method: DFT, the ωB97M-V functional and the def2-TZVPD basis

Atoms and positions in Å:
V  0.75  0.40  1.48
C  3.70  3.39  2.79
C  2.90  2.21  2.44
N  1.70  2.21  1.98
O  1.10  3.39  1.78
B  -0.10  3.63  2.70
F  -0.64  4.79  2.31
F  0.34  3.49  3.99
O  -1.20  2.56  2.48
N  -0.87  1.29  2.52
C  -1.73  0.47  3.03
C  -3.02  0.87  3.65
C  -1.25  -0.93  2.96
N  -0.34  -1.11  2.05
O  0.45  -2.23  2.10
B  1.62  -2.02  3.09
F  2.01  -3.20  3.57
F  1.21  -1.05  4.01
O  2.79  -1.39  2.31
N  2.57  -0.06  2.16
C  3.40  0.80  2.62
C  4.66  0.48  3.32
C  -1.69  -1.96  3.91
H  3.13  4.30  2.63
H  4.61  3.42  2.19
H  4.00  3.33  3.84
H  -3.33  1.84  3.27
H  -2.89  0.96  4.73
H  -3.79  0.12  3.46
H  4.81  -0.60  3.38
H  4.63  0.91  4.32
H  5.50  0.94  2.79
H  -2.78  -1.95  4.00
H  -1.29  -1.69  4.89
H  -1.33  -2.94  3.64
C  1.21  -0.78  0.00
Ge  0.65  -1.53  -1.73
C  1.56  0.04  -2.46
C  0.89  0.94  -3.30
C  1.59  1.98  -3.88
C  2.94  2.18  -3.58
C  3.60  1.31  -2.73
C  2.92  0.24  -2.17
C  1.60  -3.13  -2.14
C  2.34  -3.87  -1.22
C  3.00  -5.02  -1.62
C  2.92  -5.44  -2.94
C  2.18  -4.71  -3.86
C  1.52  -3.56  -3.47
C  -1.26  -1.71  -1.85
C  -1.85  -2.45  -0.83
C  -3.21  -2.74  -0.86
C  -3.98  -2.29  -1.92
C  -3.40  -1.56  -2.95
C  -2.05  -1.26  -2.92
H  2.27  -1.07  0.09
H  -0.15  0.81  -3.54
H  1.09  2.64  -4.58
H  3.48  3.01  -4.03
H  4.65  1.45  -2.52
H  3.47  -0.48  -1.58
H  2.40  -3.56  -0.18
H  3.57  -5.60  -0.90
H  3.44  -6.34  -3.25
H  2.12  -5.05  -4.89
H  0.95  -3.01  -4.21
H  -1.25  -2.84  -0.02
H  -3.65  -3.34  -0.08
H  -5.04  -2.52  -1.96
H  -4.01  -1.22  -3.78
H  -1.62  -0.71  -3.74
O  -6.09  0.54  -2.28
C  -5.82  0.89  -0.96
N  -4.40  1.02  -0.67
C  -3.73  2.03  -1.28
O  -4.28  2.85  -1.98
C  -2.24  2.18  -1.03
C  -1.62  3.31  -1.56
C  -0.26  3.48  -1.40
C  0.44  2.55  -0.67
N  -0.16  1.50  -0.09
C  -1.48  1.30  -0.31
H  -6.09  1.35  -2.81
H  -6.21  0.09  -0.32
H  -6.30  1.83  -0.68
H  -3.90  0.19  -0.40
H  -2.23  4.02  -2.10
H  0.26  4.32  -1.83
H  1.51  2.63  -0.55
H  -1.90  0.40  0.13

<S²>: 0.768
Total charge: +2
Lowest unoccupied orbital energy (alpha / beta) in eV: -8.80 / -8.87
2S+1: 2
Frontier orbital gap (alpha / beta) in eV: 5.2204 / 5.1459
ΔE to the lowest compared entry with this formula, charge and spin in kcal per mole: 45.6
HOMO (alpha / beta) in eV: -14.0 / -14.0


Entry 4:
Molecular formula: C34H36BCrN10O6S2
Method: DFT, the ωB97M-V functional and the def2-TZVPD basis

Atoms and positions in Å:
Cr  0.31  -1.23  -0.68
C  -2.05  -2.12  2.84
C  -1.54  -1.48  1.65
N  -0.84  -2.14  0.79
N  -0.79  -3.51  1.03
C  -1.39  -3.22  3.21
B  -0.03  -4.41  0.06
N  1.41  -3.96  -0.31
C  2.53  -4.69  -0.38
C  3.53  -3.92  -0.94
C  2.91  -2.70  -1.21
N  1.64  -2.74  -0.82
N  -0.85  -4.30  -1.24
C  -1.44  -5.25  -1.97
C  -2.17  -4.63  -2.96
C  -1.94  -3.27  -2.75
N  -1.14  -3.08  -1.70
H  -2.74  -1.63  3.50
H  -1.64  -0.42  1.47
H  -1.43  -3.67  4.19
H  -0.01  -5.53  0.47
H  2.54  -5.70  -0.02
H  4.55  -4.19  -1.13
H  3.32  -1.81  -1.67
H  -1.31  -6.29  -1.72
H  -2.77  -5.08  -3.73
H  -2.35  -2.43  -3.29
C  1.42  2.43  6.77
C  1.47  1.46  5.62
C  0.67  1.64  4.50
C  0.74  0.76  3.43
C  1.62  -0.31  3.47
C  2.43  -0.50  4.58
C  2.35  0.38  5.64
S  1.65  -1.57  2.18
O  -0.48  -3.80  2.42
O  3.05  -2.06  2.21
N  1.36  -0.58  0.88
C  2.55  0.23  0.57
C  2.57  0.55  -0.91
O  3.44  1.22  -1.42
O  1.54  0.07  -1.54
H  0.51  3.03  6.74
H  2.27  3.11  6.74
H  1.45  1.91  7.73
H  -0.02  2.47  4.47
H  0.13  0.90  2.54
H  3.12  -1.33  4.59
H  2.99  0.23  6.51
H  3.48  -0.30  0.82
H  2.55  1.17  1.13
C  -2.01  0.78  -5.75
N  -1.05  0.19  -4.85
C  0.19  -0.46  -5.23
C  0.59  -1.14  -3.92
O  1.55  -1.85  -3.80
N  -0.35  -0.81  -2.94
C  -1.29  -0.12  -3.56
N  -2.45  0.20  -2.96
H  -1.50  1.03  -6.68
H  -2.41  1.71  -5.34
H  -2.84  0.10  -5.98
H  0.96  0.25  -5.54
H  0.04  -1.20  -6.01
H  -2.50  0.04  -1.97
H  -3.04  0.91  -3.35
O  -1.03  0.56  -0.45
S  -0.60  1.81  -1.20
C  -2.06  2.84  -1.12
C  -3.10  2.56  -0.25
C  -4.22  3.38  -0.26
C  -4.29  4.46  -1.13
C  -3.24  4.72  -2.00
C  -2.12  3.90  -2.01
C  0.43  2.73  -0.08
C  1.54  3.34  -0.63
C  2.38  4.06  0.21
C  2.10  4.13  1.57
C  0.98  3.50  2.10
C  0.13  2.79  1.27
H  -3.03  1.70  0.40
H  -5.04  3.17  0.42
H  -5.16  5.09  -1.13
H  -3.30  5.56  -2.68
H  -1.30  4.09  -2.69
H  1.79  3.22  -1.67
H  3.27  4.52  -0.19
H  2.77  4.67  2.23
H  0.78  3.55  3.16
H  -0.75  2.30  1.66

<S²>: 0.764
Lowest unoccupied orbital energy (alpha / beta) in eV: -0.03 / -0.03
2S+1: 2
Frontier orbital gap (alpha / beta) in eV: 7.4760 / 7.4624
ΔE to the lowest compared entry with this formula, charge and spin in kcal per mole: 106.5
HOMO (alpha / beta) in eV: -7.5 / -7.5


Which of these has the highest ΔE to the lowest compared entry with this formula, charge and spin? C34H36BCrN10O6S2


Which value of ΔE to the lowest compared entry with this formula, charge and spin does entry 4 give? 106.5 kcal per mole


Which value of ΔE to the lowest compared entry with this formula, charge and spin does entry 2 give? 24.8 kcal per mole


Among the records above, which one has the highest ΔE to the lowest compared entry with this formula, charge and spin? C34H36BCrN10O6S2